[1]
{"formula": "C10H15BiN5S5Sb", "method": "the ωB97M-V functional and the def2-TZVPD basis", "species": ["Bi", "S", "Sb", "S", "S", "N", "C", "N", "C", "C", "S", "C", "C", "S", "C", "N", "N", "H", "H", "H", "H", "H", "H", "C", "C", "C", "C", "N", "H", "H", "H", "H", "H", "H", "H", "H", "H"], "coordinates": [[-1.28, 1.16, 0.07], [-3.80, 2.34, 2.32], [-4.56, 1.16, 0.46], [-2.95, -0.71, 0.50], [-3.19, 2.21, -1.31], [-2.27, 0.00, 3.97], [-0.98, -0.33, 3.88], [-0.16, 0.08, 2.95], [1.09, -0.44, 3.15], [1.25, -1.25, 4.22], [-0.24, -1.40, 5.06], [2.16, -0.10, 2.21], [3.51, -0.46, 2.42], [4.48, 0.07, 1.14], [3.01, 0.77, 0.34], [1.90, 0.56, 1.10], [3.02, 1.37, -0.79], [-2.69, 0.70, 3.32], [-2.81, -0.26, 4.77], [2.14, -1.77, 4.55], [3.91, -0.98, 3.27], [3.96, 1.41, -1.19], [0.82, 0.62, -1.40], [-0.53, 1.00, -3.76], [-0.39, -0.21, -2.82], [0.78, -1.07, -3.30], [-1.67, -1.03, -2.86], [-0.10, 0.20, -1.45], [-0.71, 0.69, -4.79], [0.39, 1.60, -3.73], [-1.36, 1.63, -3.43], [0.63, -1.40, -4.34], [0.88, -1.95, -2.66], [1.72, -0.50, -3.26], [-1.86, -1.38, -3.88], [-2.52, -0.43, -2.54], [-1.59, -1.89, -2.20]], "multiplicity": 2, "s2": 0.78, "homo_ev": [-3.95, -3.95], "relative_energy_kcal_mol": 4.3, "charge": -1}

***

[2]
{"formula": "C7H9ClS", "method": "the ωB97M-V functional and the def2-TZVPD basis", "species": ["C", "C", "C", "C", "C", "C", "C", "S", "Cl", "H", "H", "H", "H", "H", "H", "H", "H", "H"], "coordinates": [[-1.63, 0.12, 1.82], [-0.68, 1.01, 1.85], [-1.37, -1.23, 1.59], [-0.26, -0.58, -0.49], [0.69, 0.68, 1.54], [0.82, 0.24, 0.08], [0.88, -0.58, -3.15], [-0.36, -1.14, -1.93], [-2.78, -2.19, 1.32], [-2.61, 0.37, 2.14], [-1.07, 2.04, 1.92], [1.25, 1.63, 1.57], [1.02, -0.06, 2.26], [1.79, -0.11, 0.08], [0.96, 1.16, -0.50], [1.83, -1.00, -2.78], [0.94, 0.53, -3.13], [0.56, -0.87, -4.21]], "homo_ev": -7.18, "relative_energy_kcal_mol": 135.9}

***

[3]
{"formula": "C58H58INNaO4P3S2Te", "method": "the ωB97M-V functional and the def2-TZVPD basis", "species": ["Na", "O", "C", "O", "C", "C", "C", "C", "C", "C", "P", "C", "C", "C", "C", "C", "C", "C", "C", "C", "C", "C", "C", "H", "H", "H", "H", "H", "H", "H", "H", "H", "H", "H", "H", "H", "H", "Te", "C", "C", "C", "N", "C", "C", "C", "P", "C", "C", "C", "C", "C", "C", "C", "C", "C", "C", "C", "C", "P", "C", "C", "C", "C", "C", "C", "C", "C", "C", "C", "C", "C", "H", "H", "H", "H", "H", "H", "H", "H", "H", "H", "H", "H", "H", "H", "H", "H", "H", "H", "H", "H", "H", "H", "H", "H", "C", "C", "S", "O", "C", "C", "H", "H", "H", "H", "H", "H", "H", "H", "H", "H", "O", "S", "C", "C", "C", "C", "H", "H", "H", "H", "H", "H", "H", "H", "I", "C", "H", "H"], "coordinates": [[-0.27, -0.01, 0.64], [-3.45, 2.59, 0.61], [-3.15, 1.47, 0.18], [-2.17, 0.75, 0.59], [-4.00, 0.83, -0.89], [-4.92, 1.58, -1.60], [-5.73, 0.97, -2.55], [-5.62, -0.40, -2.76], [-4.68, -1.15, -2.06], [-3.86, -0.55, -1.11], [-2.53, -1.44, -0.18], [-3.01, -3.20, -0.68], [-3.97, -3.95, 0.03], [-4.20, -5.29, -0.24], [-3.50, -5.94, -1.25], [-2.59, -5.21, -1.99], [-2.35, -3.87, -1.71], [-3.60, -1.50, 1.49], [-2.94, -2.09, 2.57], [-3.54, -2.23, 3.81], [-4.81, -1.71, 4.03], [-5.46, -1.07, 2.99], [-4.88, -0.98, 1.73], [-4.97, 2.64, -1.41], [-6.45, 1.54, -3.12], [-6.25, -0.89, -3.49], [-4.60, -2.21, -2.25], [-4.56, -3.47, 0.80], [-4.94, -5.82, 0.34], [-3.68, -6.99, -1.45], [-2.06, -5.69, -2.82], [-1.66, -3.33, -2.34], [-1.93, -2.46, 2.40], [-3.02, -2.75, 4.62], [-5.28, -1.80, 5.01], [-6.45, -0.65, 3.15], [-5.44, -0.52, 0.93], [3.01, 2.89, -2.28], [1.88, 2.73, -4.08], [1.45, 3.88, -4.73], [0.80, 3.77, -5.95], [0.54, 2.61, -6.55], [0.94, 1.51, -5.92], [1.61, 1.51, -4.71], [1.86, 1.63, -0.94], [2.71, 0.42, 0.05], [3.42, -0.73, -1.19], [2.66, -1.01, -2.33], [3.06, -1.97, -3.25], [4.23, -2.69, -3.03], [4.98, -2.45, -1.88], [4.58, -1.48, -0.97], [4.33, 1.01, 0.78], [4.48, 0.88, 2.16], [5.63, 1.31, 2.81], [6.66, 1.89, 2.08], [6.53, 2.01, 0.70], [5.38, 1.57, 0.06], [0.80, 2.47, 0.25], [1.76, 3.92, 0.87], [2.51, 3.72, 2.03], [3.36, 4.70, 2.53], [3.46, 5.92, 1.88], [2.70, 6.15, 0.74], [1.87, 5.16, 0.23], [-0.43, 3.33, -0.80], [-0.69, 2.91, -2.10], [-1.68, 3.52, -2.85], [-2.42, 4.56, -2.31], [-2.19, 4.96, -1.00], [-1.22, 4.34, -0.24], [1.61, 4.85, -4.28], [0.46, 4.66, -6.47], [0.70, 0.57, -6.41], [1.93, 0.58, -4.26], [1.73, -0.47, -2.47], [2.46, -2.16, -4.13], [4.55, -3.44, -3.74], [5.88, -3.02, -1.70], [5.17, -1.30, -0.08], [3.69, 0.41, 2.73], [5.72, 1.20, 3.88], [7.57, 2.22, 2.57], [7.33, 2.45, 0.12], [5.31, 1.66, -1.01], [2.42, 2.77, 2.54], [3.94, 4.50, 3.42], [4.12, 6.69, 2.26], [2.76, 7.10, 0.23], [1.28, 5.36, -0.65], [-0.12, 2.09, -2.52], [-1.87, 3.18, -3.87], [-3.19, 5.05, -2.90], [-2.80, 5.75, -0.56], [-1.06, 4.62, 0.79], [1.34, -4.56, -1.80], [1.61, -3.83, -0.49], [0.06, -3.04, 0.13], [0.57, -1.95, 1.02], [-0.41, -4.43, 1.24], [0.45, -4.46, 2.50], [2.24, -5.08, -2.14], [1.03, -3.86, -2.57], [0.54, -5.30, -1.67], [2.29, -2.99, -0.64], [2.02, -4.49, 0.27], [-0.35, -5.34, 0.64], [-1.46, -4.25, 1.48], [1.41, -4.95, 2.33], [-0.06, -4.99, 3.31], [0.64, -3.43, 2.81], [-0.48, 2.41, 3.53], [-0.72, 0.96, 3.35], [-1.33, 0.38, 4.99], [-0.11, 0.42, 5.90], [0.96, -0.36, 5.13], [0.93, 0.17, 3.70], [-1.70, -0.63, 4.84], [-2.14, 1.04, 5.28], [-0.30, -0.01, 6.88], [0.20, 1.46, 6.02], [0.71, -1.42, 5.15], [1.94, -0.24, 5.58], [1.10, -0.60, 2.95], [1.62, 0.99, 3.55], [-1.18, -1.19, -4.01], [-1.32, -0.95, -1.73], [-1.45, 0.14, -1.69], [-0.28, -1.14, -1.45]], "homo_ev": -0.99, "charge": -2}

***

[4]
{"formula": "H5ISi2", "method": "the ωB97M-V functional and the def2-TZVPD basis", "species": ["Si", "Si", "I", "H", "H", "H", "H", "H"], "coordinates": [[-0.94, -0.76, 0.42], [0.45, 0.87, -0.41], [3.15, -0.01, 0.40], [-1.59, -1.54, -0.84], [-0.56, -1.76, 1.30], [-2.15, -0.08, 1.23], [0.86, 2.34, -0.22], [0.77, 0.94, -1.89]], "smiles": "[SiH3][SiH2]I", "homo_ev": -9.09, "relative_energy_kcal_mol": 37.5}

***

[5]
{"formula": "C32H36Cl3FN5OPtSSi", "method": "the ωB97M-V functional and the def2-TZVPD basis", "species": ["Pt", "C", "C", "C", "C", "C", "N", "C", "C", "C", "C", "C", "C", "C", "N", "C", "C", "C", "N", "C", "C", "N", "C", "C", "C", "N", "H", "H", "H", "H", "H", "H", "H", "H", "H", "H", "H", "H", "H", "H", "H", "H", "H", "H", "F", "C", "C", "C", "C", "C", "C", "H", "H", "H", "H", "C", "C", "C", "S", "O", "C", "C", "C", "H", "H", "H", "H", "H", "H", "H", "H", "H", "H", "H", "H", "H", "H", "Cl", "Si", "Cl", "Cl"], "coordinates": [[0.50, -0.98, -0.07], [0.56, 5.66, -2.97], [0.94, 4.33, -2.36], [1.88, 3.49, -2.97], [2.20, 2.27, -2.43], [1.62, 1.80, -1.23], [1.93, 0.54, -0.76], [3.21, 0.03, -1.00], [4.38, 0.61, -0.52], [5.61, -0.01, -0.69], [5.71, -1.22, -1.38], [7.02, -1.94, -1.51], [4.55, -1.74, -1.94], [3.32, -1.12, -1.78], [2.18, -1.61, -2.56], [2.25, -2.52, -3.55], [1.02, -2.62, -4.15], [0.22, -1.74, -3.44], [0.90, -1.12, -2.47], [0.71, 2.65, -0.63], [0.37, 3.89, -1.19], [0.16, 2.33, 0.64], [-0.11, 3.18, 1.64], [-0.60, 2.46, 2.70], [-0.60, 1.14, 2.25], [-0.14, 1.07, 1.00], [1.44, 6.18, -3.36], [0.07, 6.31, -2.24], [-0.13, 5.52, -3.81], [2.34, 3.80, -3.90], [2.90, 1.62, -2.94], [4.30, 1.54, 0.02], [6.51, 0.45, -0.29], [7.86, -1.25, -1.49], [7.07, -2.52, -2.43], [7.16, -2.64, -0.68], [4.64, -2.65, -2.53], [3.17, -3.03, -3.77], [0.75, -3.26, -4.97], [-0.82, -1.51, -3.58], [-0.37, 4.51, -0.69], [0.12, 4.23, 1.54], [-0.89, 2.83, 3.67], [-0.86, 0.25, 2.79], [1.92, -1.73, 5.75], [1.59, -1.58, 4.46], [2.44, -0.86, 3.63], [2.10, -0.69, 2.30], [0.92, -1.25, 1.83], [0.09, -1.98, 2.66], [0.42, -2.15, 3.99], [3.35, -0.44, 4.04], [2.75, -0.12, 1.65], [-0.80, -2.45, 2.26], [-0.21, -2.72, 4.67], [-5.77, -0.81, -1.01], [-5.95, 0.29, 0.03], [-4.69, 1.11, 0.30], [-3.38, 0.41, 1.30], [-2.88, -0.87, 0.53], [-4.28, -0.30, 2.69], [-4.73, -1.76, 2.53], [-3.71, -2.75, 3.08], [-6.72, -1.31, -1.19], [-5.05, -1.56, -0.70], [-5.42, -0.40, -1.96], [-6.35, -0.11, 0.95], [-6.69, 1.01, -0.34], [-4.90, 2.03, 0.85], [-4.18, 1.39, -0.63], [-5.12, 0.38, 2.83], [-3.61, -0.18, 3.54], [-4.92, -1.99, 1.48], [-5.68, -1.87, 3.06], [-2.75, -2.64, 2.59], [-4.05, -3.78, 2.92], [-3.57, -2.61, 4.16], [0.90, -3.16, -0.20], [-1.69, -1.18, -0.64], [-2.45, -2.92, -1.38], [-2.01, 0.33, -1.98]], "homo_ev": -9.16, "relative_energy_kcal_mol": 71.6, "charge": 1}

***

[6]
{"formula": "C7H12NO2", "method": "the ωB97M-V functional and the def2-TZVPD basis", "species": ["C", "C", "C", "C", "C", "C", "C", "N", "O", "O", "H", "H", "H", "H", "H", "H", "H", "H", "H", "H", "H", "H"], "coordinates": [[3.40, -0.54, 0.94], [3.33, 0.30, -0.09], [2.32, -1.17, 1.72], [2.19, 0.79, -0.86], [1.04, 0.16, -1.09], [1.12, -0.69, 1.83], [-2.62, -0.30, -0.57], [-1.70, 0.50, 0.36], [2.43, 2.00, -1.38], [0.05, -0.18, 1.97], [4.42, -0.59, 1.32], [4.20, 0.71, -0.50], [2.49, -2.11, 2.14], [0.45, 0.51, -1.96], [0.82, -0.85, -0.79], [-1.97, -0.47, -1.45], [-2.72, -1.24, -0.02], [-3.44, 0.41, -0.71], [-2.19, 1.38, 0.78], [-0.86, 0.85, -0.26], [1.85, 2.10, -2.07], [-0.99, -0.02, 1.03]], "multiplicity": 3, "s2": 2.02, "homo_ev": [-9.17, -12.97], "relative_energy_kcal_mol": 61.2, "charge": 1}

***

Values of maximum force, in order: 0.110, 3.061, 1.887, 4.120, 2.787, 8.681, all in eV/A.
Values of E_tot, in order: -84621.51445, -30755.98891, -140114.68313, -23935.16283, -105506.81253, -13025.50955, all in eV.